## i
A gas-phase ion, C3H7O2 (charge -1). Source: the OMol25 dataset; level of theory: wB97M-V/def2-TZVPD.

Each line ends with the Löwdin charge.
Atoms and positions in Å:
C 0.1578 0.6471 -0.5556  -0.237
H -1.9176 1.2027 0.1209  0.094
O 1.3203 -1.5697 -0.4816  -0.340
H -1.3079 -0.5221 0.3430  0.099
O -0.8432 0.9265 1.8220  -0.114
C 0.5953 -0.7140 -1.1727  -0.643
H 1.0078 -0.4360 -2.2753  0.082
H 1.0420 1.2506 -0.0429  0.127
H -0.4438 -1.1777 -1.4711  0.075
C -1.0633 0.5650 0.4004  -0.265
H -0.2879 1.3577 -1.3831  0.103
H -0.0475 0.4818 1.9528  0.018

The charge is -1. The calculation puts the LUMO energy at 4.2 eV. The spin multiplicity is 1. As for the SMILES: [O-]CCCO. The value obtained for the HOMO energy is -2.466 eV.

## ii
A gas-phase ion, C3H7O2 (charge -1). Source: the OMol25 dataset; level of theory: wB97M-V/def2-TZVPD.

Each line ends with the Löwdin charge.
Atoms and positions in Å:
C -0.1604 0.1859 1.8634  -0.185
H 0.5071 -0.5700 -2.5257  0.051
H 0.6874 -1.8746 -1.2734  0.045
C 0.7172 -0.7972 -1.4794  -0.084
H -1.3395 -0.2900 -0.9036  0.100
H 0.8566 0.2954 2.2603  0.063
H 1.7121 -0.4954 -1.1577  0.055
O -0.1242 -0.6721 0.7482  -0.232
C -0.3033 -0.0068 -0.5988  -0.675
H -0.8951 -0.1574 2.5959  0.056
H -0.4378 1.1879 1.5107  0.059
O -0.1254 1.2862 -0.5968  -0.253

The charge is -1. The calculation puts the LUMO energy at 4.6 eV. The spin multiplicity is 1. As for the SMILES: CO[C@H](C)[O-]. The value obtained for the HOMO energy is -2.582 eV.

## iii
3 unconnected molecules or ions with the total composition C3H7O2. Source: the OMol25 dataset; level of theory: wB97M-V/def2-TZVPD.

Each line ends with the Löwdin charge.
Atoms and positions in Å:
H -0.9502 -0.1985 1.6701  0.076
H -2.7634 -3.9364 -3.0831  -0.004
O -2.8545 0.6923 1.4975  -0.047
C 2.2629 0.2889 0.3059  -0.566
H -2.5736 -3.5092 -2.4826  0.004
C 1.6527 1.3570 -0.3559  -0.152
O 1.6835 -0.7186 0.8088  -0.227
H -1.0372 1.4516 1.0072  0.063
H 3.3272 0.4388 0.5892  0.057
H 0.8035 1.1704 -1.0118  -0.016
C -1.6589 0.6180 1.4118  -0.152
H 2.1079 2.3457 -0.3572  -0.035

The charge is -1. The calculation puts the LUMO energy at 4.0 eV. The spin multiplicity is 1. The value obtained for the HOMO energy is -2.197 eV.

## iv
3 unconnected molecules or ions with the total composition C3H7O2. Source: the OMol25 dataset; level of theory: wB97M-V/def2-TZVPD.

Each line ends with the Löwdin charge.
Atoms and positions in Å:
C -0.4687 -2.0170 -0.4839  -0.151
O -0.9758 -2.8627 -1.1829  -0.065
C 1.7470 0.9429 1.5521  -0.130
H -0.0400 -1.1513 -1.0005  0.061
H -2.6831 0.5965 -2.3146  0.007
C 0.8473 1.2377 0.5437  -0.586
H -0.5027 -1.9811 0.6113  0.077
H 1.2422 1.9967 -0.1725  0.061
H 2.8029 1.1575 1.4799  -0.031
O -0.3117 0.8038 0.2985  -0.238
H -3.0588 0.8976 -1.7497  0.009
H 1.4014 0.3796 2.4186  -0.013

The charge is -1. The calculation puts the LUMO energy at 4.1 eV. The spin multiplicity is 1. The value obtained for the HOMO energy is -2.425 eV.

Energy ordering: ii at the bottom, the next structure 0.945 eV above.

## i
2 unconnected molecules or ions with the total composition C4H9PS. Source: the OMol25 dataset; level of theory: wB97M-V/def2-TZVPD.

Each line ends with the Löwdin charge.
Atoms and positions in Å:
C 2.1413 1.6885 -2.3486  -0.010
C 2.6097 0.9673 -1.5453  -0.106
C -1.5602 -1.6902 -0.6106  -0.173
H -0.8119 -1.7172 -1.4913  0.110
H -1.6151 -2.5440 -0.0213  0.037
H -1.2140 0.3386 -0.3415  0.106
H 2.0042 2.2630 -3.2080  0.003
C -1.1725 -0.5872 0.3441  -0.465
H 0.9119 -1.5213 1.8684  -0.027
H -1.7405 -0.4986 1.2973  0.081
H -2.5328 -1.7828 -1.0667  0.067
P 0.5296 -0.4458 0.9947  0.304
S 1.4865 1.2419 1.2688  0.152
H 2.8628 0.6708 -0.5458  -0.075
H 1.2487 -1.3761 0.0573  -0.005

The calculation puts the LUMO energy at 0.8 eV. The spin multiplicity is 1. As for the SMILES: CC[PH2]=S.C#C. The value obtained for the HOMO energy is -8.640 eV.

## ii
2 unconnected molecules or ions with the total composition C4H9PS. Source: the OMol25 dataset; level of theory: wB97M-V/def2-TZVPD.

Each line ends with the Löwdin charge.
Atoms and positions in Å:
S 0.7345 1.2028 1.3066  0.555
H 0.5285 -1.2223 -1.3650  0.090
H 1.8564 -0.2517 -1.1496  0.080
H 1.3733 -1.4755 0.1528  0.054
H -0.5804 1.7701 -2.5794  0.039
C -1.1546 -1.6656 2.0709  0.078
H -0.0733 3.0136 -1.3841  -0.008
C 0.0971 -0.0222 0.2717  -0.991
C -0.1145 1.9695 -1.5979  -0.375
P -0.9571 1.4074 -0.0546  0.717
C 1.0717 -0.7253 -0.5247  -0.241
H -0.9282 -1.3753 3.0564  -0.016
H -2.2075 -1.7290 1.9500  -0.018
H 0.9775 1.5046 -1.6961  0.066
H -0.6234 -2.4011 1.5429  -0.029

The calculation puts the LUMO energy (alpha / beta) at 0.1 / 0.4 eV. The spin multiplicity is 1. The value obtained for the HOMO energy (alpha / beta) is -8.361 / -7.567 eV.

Energy ordering: i at the bottom, the next structure 0.850 eV above.

## i
2 unconnected molecules or ions with the total composition C39H39N3O2. Source: the OMol25 dataset; level of theory: wB97M-V/def2-TZVPD.

Each line ends with the Löwdin charge.
Atoms and positions in Å:
H 4.6299 -0.3493 3.2938  0.116
H 1.1179 1.8383 0.5552  0.111
C 2.5754 3.1788 -5.5549  -0.055
H 2.3293 1.9396 -7.3224  0.107
C 2.6659 3.2146 -4.1603  0.004
C 1.8554 1.3292 1.1699  -0.060
C -1.6749 -2.4821 4.5331  0.001
C -0.5598 -1.1065 6.3384  -0.048
H -5.3726 0.8838 -3.4118  0.078
N -2.9057 -1.3230 -1.1239  0.021
H -1.1707 -0.3448 6.8406  0.090
H -0.7332 0.6105 -6.5298  0.066
H -3.9317 -3.8275 2.7781  0.074
H 0.4777 -0.7546 6.3785  0.068
H -4.8944 0.6451 -1.7198  0.085
C -1.0792 -0.9594 -4.2490  0.000
C 2.5345 2.0228 -3.4550  -0.089
H 2.0188 -1.4550 -0.7273  0.128
H 5.1640 2.9505 5.2968  0.081
H 2.2946 0.7140 5.5492  0.072
C -0.6137 -2.0974 -2.0234  -0.097
C -2.0112 -0.2959 -5.0421  -0.285
H 1.7482 2.8093 2.7305  0.126
C 2.1101 -0.3737 -0.6336  0.071
C -3.6436 -0.3140 -3.2203  -0.213
N -2.4783 -1.7196 0.9889  0.030
H -2.6711 -4.6439 3.6877  0.080
H 5.0729 3.0952 3.5090  0.092
N 3.6293 1.8585 4.3932  -0.252
C 2.8739 1.6451 5.6162  -0.080
C -0.8046 -0.3128 3.9798  0.004
O 2.1602 -1.4967 -3.4390  0.080
H -5.7083 -0.6597 -2.6298  0.074
H -1.0290 -2.9981 -1.5208  0.066
C -3.2802 0.0167 -4.5350  -0.047
C -2.7048 -1.0211 -2.4713  -0.143
C -4.9690 0.1517 -2.6991  -0.063
C 2.5088 1.7804 -1.9816  -0.265
C -1.6893 0.0788 -6.4585  -0.057
H 3.5739 1.5853 6.4624  0.082
C -1.8944 -1.6344 2.2887  -0.111
H -4.5063 -2.2273 1.5774  0.116
O 2.7446 2.6350 -1.1336  0.100
H -2.4830 0.7253 -6.8460  0.070
C 2.2280 -0.2980 -3.1516  -0.292
H -2.4594 -4.3794 1.9447  0.095
C -1.3093 0.7797 1.7858  -0.032
C 3.8336 0.0955 2.6941  -0.002
C 2.3779 0.8069 -4.1292  -0.095
H -0.2972 0.6040 4.2727  0.117
C 2.4086 1.9528 -6.2343  -0.057
H -0.6097 1.5268 2.1859  0.066
C -1.2947 -0.4237 2.6753  -0.172
H -0.9331 -0.9175 -0.2927  0.129
C -1.4127 -1.3796 -2.9375  -0.245
C 2.1986 0.3307 -1.8028  -0.038
C 4.4870 3.0310 4.4340  -0.080
C -1.9138 -1.4060 -0.2198  -0.051
C 2.2156 1.8803 2.3854  -0.004
H -1.6278 -0.8120 -7.0972  0.084
H 3.9376 -1.3513 1.1082  0.117
H 3.8969 3.9546 4.5489  0.079
C -2.1324 -2.6586 3.2222  -0.191
C -4.1120 -1.7093 -0.5177  0.007
H -0.6327 -2.0296 6.9191  0.078
H -3.9907 0.5571 -5.1658  0.101
H 2.6279 4.1027 -6.1276  0.105
H -0.0834 -1.1690 -4.6285  0.100
C -1.0041 -1.3196 4.9229  -0.259
H -5.0203 -1.7934 -1.0891  0.115
C 3.4384 -0.4617 1.4920  -0.018
H -1.8607 -3.2706 5.2662  0.119
C 2.3393 0.7502 -5.5228  0.001
C -3.8458 -1.9566 0.7732  -0.023
H -0.9876 0.5606 0.7601  0.058
H 2.1843 2.4840 5.8092  0.081
C -2.8413 -3.9322 2.8704  -0.046
H 2.2458 -0.2191 -6.0170  0.126
H 0.4716 -2.0836 -2.1721  0.018
C 2.4644 0.1588 0.6711  -0.196
H 2.8147 4.1421 -3.6143  0.120
H -2.3102 1.2516 1.7299  0.108
C 3.2324 1.2896 3.1693  -0.250

The calculation puts the LUMO energy at -0.8 eV. The spin multiplicity is 1. The value obtained for the HOMO energy is -4.875 eV.

## ii
A molecular structure, C39H39N3O2. Source: the OMol25 dataset; level of theory: wB97M-V/def2-TZVPD.

Each line ends with the Löwdin charge.
Atoms and positions in Å:
C -1.4916 -3.3148 4.5525  -0.024
C -3.1594 0.7557 2.1875  -0.201
H 0.6750 -0.3326 1.1341  0.118
C -1.4345 -2.6371 3.3276  -0.182
C 4.0307 -3.4057 5.1590  -0.013
H 6.0349 -0.3883 0.9292  0.081
C -2.6160 -4.0482 4.9083  -0.008
C -0.7906 2.0406 4.4436  -0.048
C -4.2430 -0.4247 4.4917  0.000
H -4.8281 -4.9447 6.5183  0.090
H -0.6487 -3.2630 5.2430  0.117
C 2.3299 0.3242 2.3904  -0.128
H -5.8664 -6.1116 5.6525  0.079
C -5.0445 -0.2448 3.3617  -0.264
C 0.4621 1.8402 4.9024  -0.024
C 2.3495 0.6698 3.7394  -0.142
H 3.0999 2.1412 6.0997  0.075
C 3.5167 -0.0910 1.8048  0.027
H -6.5544 -1.7650 3.0853  0.059
H 4.3507 -4.3399 1.3662  0.119
C -4.4857 0.3245 2.2128  -0.003
H 6.0110 -1.7443 2.0695  0.072
H -4.5002 -3.4834 2.1017  0.098
H 5.9999 -4.2685 5.3769  0.098
H -3.2185 1.2188 0.1125  0.082
H -5.1014 0.4428 1.3179  0.121
H 4.3689 0.9533 6.4506  0.081
H 2.6622 0.4587 6.5043  0.089
H 6.2190 -4.8833 2.9803  0.100
H -2.6446 -4.5475 5.8772  0.099
C 1.0453 -2.4753 3.1888  -0.109
C 2.9917 -3.1701 4.2661  -0.087
H -5.8209 -5.0591 2.5415  0.088
H -4.0949 -6.3241 5.6608  0.094
H -6.8917 -0.6136 4.3898  0.085
C 3.4850 0.7042 4.5412  -0.189
C 0.1042 0.3171 3.2037  -0.170
H -4.6667 -0.8851 5.3873  0.127
C 0.9180 0.4227 1.8856  0.000
H 5.5898 0.2634 4.5076  0.121
N 1.0354 0.8083 4.1918  0.052
H -6.7391 -5.5570 3.9870  0.082
C 4.2809 -4.1062 2.4277  -0.020
O 1.8120 -2.9101 0.9377  0.036
C -6.0525 -4.8046 3.5851  -0.061
H -6.5597 -3.8251 3.5994  0.073
C -2.5161 -2.7518 2.4410  -0.029
H -2.5425 2.5225 1.1042  0.094
H -7.0784 -0.1186 2.6865  0.082
H -2.4642 -2.2708 1.4618  0.123
H -0.3218 -1.6135 1.8737  0.121
C 4.6706 0.2951 3.9200  0.010
C -2.3837 0.5851 3.3406  -0.148
C -4.9079 -5.5841 5.6262  -0.068
H -1.9506 0.4840 6.3645  0.091
C 3.1164 -3.5207 2.9138  -0.094
C 5.9610 -0.6484 1.9915  -0.049
H 0.6972 1.4090 1.4370  0.145
C 5.1849 -4.0408 4.6891  -0.079
C -2.5837 1.4302 0.9806  -0.027
C 1.6952 -2.4436 4.4598  -0.342
H -1.0392 -0.7222 5.4244  0.071
N -4.8570 -4.8080 4.4041  -0.193
H -1.5689 1.0783 0.7537  0.066
H -0.2221 -0.7826 3.6152  0.095
C 1.9281 -3.0025 2.1659  -0.330
C -3.7318 -4.1260 4.0388  -0.231
H 3.9088 -3.0981 6.1967  0.116
H 3.5331 -0.4231 0.7659  0.130
C 3.3915 1.0892 5.9781  -0.037
H 6.8277 -0.2382 2.5226  0.079
C -6.4693 -0.7084 3.3816  -0.046
H -1.5321 2.7370 4.8062  0.133
H -2.5240 -1.1875 6.2504  0.088
C 4.6916 -0.1194 2.5803  -0.254
C -3.6544 -3.4587 2.7892  -0.022
H 0.9915 2.3662 5.6832  0.115
C -0.2357 -1.7771 2.9482  -0.052
O 1.3095 -1.8464 5.4836  0.016
N -1.0710 1.1600 3.3908  0.032
C -2.9010 -0.0525 4.4893  -0.183
C 5.3102 -4.3900 3.3304  -0.089
C -2.0521 -0.3737 5.6837  -0.020

The calculation puts the LUMO energy at -0.2 eV. The spin multiplicity is 1. The value obtained for the HOMO energy is -6.716 eV.

Energy ordering: ii at the bottom, the next structure 1.465 eV above.